[1]
Computed, not measured: C6H7N in the gas phase in a non-equilibrium geometry, with the ωB97M-V functional and the def2-TZVPD basis.

Last column: Löwdin charge in e.
Element x y z (Å)
1 C 0.34494 -1.24448 0.07822  -0.16
2 C -0.75261 0.82806 -0.53415  0.01
3 C 0.73931 0.02372 -0.08219  -0.20
4 C -1.55912 -0.27918 -0.27791  -0.24
5 C -2.04849 1.10127 0.15061  -0.03
6 C 2.09007 0.49732 -0.18629  -0.12
7 N -0.98380 -1.39672 0.12163  0.02
8 H 0.94959 -2.17719 0.36122  0.15
9 H -2.28676 1.40808 1.16419  0.09
10 H -2.62699 1.51120 -0.57276  0.04
11 H 2.17867 1.36420 0.60704  0.11
12 H 2.83816 -0.18166 0.11674  0.05
13 H 2.37876 0.95066 -1.17298  0.09
14 H -1.26174 -2.40528 0.22661  0.17

Output
- HOMO level (eV) = -8.4

=====

[2]
Computed, not measured: C6H7N in the gas phase in a non-equilibrium geometry, with the ωB97M-V functional and the def2-TZVPD basis.

Last column: Löwdin charge in e.
Element x y z (Å)
1 C -1.71605 -2.26708 0.05534  0.14
2 C -1.35855 -1.11223 0.23005  -0.13
3 C 0.44448 0.93397 -1.34119  -0.18
4 C 1.44451 0.63425 -0.22331  -0.16
5 C 0.49601 0.40567 0.95410  -0.15
6 C -0.95309 0.24529 0.34880  -0.31
7 N -0.77401 0.65445 -1.15069  0.09
8 H -2.10133 -3.25078 0.12709  0.02
9 H 0.98332 1.16988 -2.23261  0.10
10 H 1.89921 -0.43527 -0.51675  0.16
11 H 2.15755 1.33923 0.01103  0.07
12 H 0.67381 -0.56092 1.37156  0.08
13 H 0.54795 1.33442 1.66126  0.14
14 H -1.74381 0.90912 0.70530  0.14

Output
- HOMO level (eV) = -9.7

=====

[3]
Computed, not measured: C6H7N as an isolated structure in a non-equilibrium geometry, with the ωB97M-V functional and the def2-TZVPD basis.

Last column: Mulliken spin population.
Element x y z (Å)
1 C -1.96643 2.11822 0.79977  -0.03
2 C -1.04508 1.74163 1.67007  0.89
3 C 1.16741 -0.87153 -0.35140  0.66
4 C -1.03372 1.75165 -0.32505  0.09
5 C 0.11116 1.22245 0.51539  0.14
6 C 1.56713 -2.19407 -0.12859  0.06
7 N 0.52509 0.01248 0.14877  0.18
8 H -2.77279 2.86135 0.91146  0.01
9 H -1.36523 1.13717 -1.21641  0.00
10 H -0.67266 2.60268 -0.91022  0.00
11 H 0.94060 1.87117 0.69296  -0.03
12 H 1.72244 -2.88626 -1.00385  0.00
13 H 1.02648 -2.79700 0.57988  0.03
14 H 2.57664 -2.03768 0.43507  0.00

Output
- HOMO level (alpha / beta) (eV) = -5.9 / -9.5
- expectation value of S² = 2.013
- spin multiplicity = 3

=====

[4]
Computed, not measured: an isolated ion of composition C6H7N2O2 and charge +1 in a non-equilibrium geometry, with the ωB97M-V functional and the def2-TZVPD basis.

Last column: Löwdin charge in e.
Element x y z (Å)
1 C 1.82635 0.41681 0.63059  -0.03
2 C 1.09542 0.96360 -0.36753  -0.04
3 C 1.14271 -0.66965 1.27852  -0.09
4 C -0.76976 -1.84898 -0.82421  -0.14
5 C -2.26341 -0.27578 0.61667  -0.06
6 C -0.28928 0.64529 -0.70774  -0.07
7 N -0.04216 -1.03976 1.07860  0.08
8 N -0.79437 -0.55667 0.03927  -0.17
9 O -1.69699 -2.57362 -0.82215  0.19
10 O -2.85487 0.67947 0.32316  0.23
11 H 2.97268 0.51170 0.62308  0.16
12 H 1.67561 1.64049 -1.00434  0.14
13 H 1.70848 -1.25494 2.09147  0.17
14 H 0.20152 -1.96447 -1.45721  0.21
15 H -2.32045 -1.09589 1.19685  0.12
16 H -1.08702 1.41250 -0.54584  0.15
17 H -0.19336 0.44675 -1.79846  0.16

Output
- HOMO level (eV) = -14.5
- total charge = +1

=====

[5]
Computed, not measured: C6H7N3 in the gas phase in a non-equilibrium geometry, with the ωB97M-V functional and the def2-TZVPD basis.

Last column: Löwdin charge in e.
Element x y z (Å)
1 C -0.08561 -1.56060 -0.23643  -0.16
2 C 0.58006 0.91120 -0.04910  -0.11
3 C 1.44214 -0.11610 -0.27524  -0.30
4 C -1.55557 -0.04705 -0.08205  -0.41
5 C 2.89215 -0.21339 0.28329  -0.02
6 C -2.97307 0.30833 -0.14947  -0.04
7 N -1.10766 -1.35471 0.43007  0.17
8 N -0.76423 0.90972 -0.30256  0.09
9 N 0.94110 -1.28342 -0.87617  0.13
10 H 0.90887 2.00189 0.25504  0.15
11 H 3.21909 -1.22700 0.30714  0.06
12 H 2.76146 0.05514 1.32885  0.07
13 H 3.60764 0.45843 -0.12747  0.06
14 H -3.68330 -0.56648 0.13269  0.11
15 H -3.13749 0.54588 -1.20565  0.08
16 H -3.04559 1.17817 0.56706  0.10

Output
- HOMO level (eV) = -8.6

=====

[6]
Computed, not measured: C6H7N3O in the gas phase in a non-equilibrium geometry, with the ωB97M-V functional and the def2-TZVPD basis.

Last column: Löwdin charge in e.
Element x y z (Å)
1 C -2.28163 0.10759 -0.21199  -0.59
2 C 0.15375 -0.20775 -0.45506  -0.35
3 C 0.43680 1.07492 -0.33559  -0.01
4 C 1.82014 1.45793 -0.09377  -0.10
5 C 2.45568 -0.70519 -0.04133  -0.10
6 C 1.09064 -1.17246 -0.29069  0.00
7 H -2.80756 0.32787 1.72187  0.01
8 H -1.66192 -0.47132 1.62749  -0.01
9 H -1.40349 -1.68381 -0.91259  0.19
10 H -0.38568 1.83957 -0.62973  0.16
11 H 2.06198 2.42474 -0.11025  0.05
12 H 3.29342 -1.50351 0.26307  0.14
13 H 0.91870 -2.11849 -0.30268  0.04
14 N -2.28390 -0.09298 1.17545  0.26
15 N -1.16914 -0.60711 -0.83340  0.10
16 N 2.83737 0.60596 0.14379  0.04
17 O -3.07515 0.72405 -0.71459  0.18

Output
- HOMO level (eV) = -9.4